No. 1
219
Properties=species:S:1:pos:R:3:lowdin_spin:R:1 method="wB97M-V/def2-TZVPD" s_squared=0.75 charge=-1 multiplicity=2
C 21.3499 10.1878 -40.7634 0.000
C 20.9274 8.9019 -40.0110 0.000
O 20.2614 9.2960 -38.8845 0.000
H 22.0714 10.7559 -40.1762 0.000
H 20.5251 10.7854 -41.1516 0.000
H 22.0097 9.8903 -41.5783 0.000
H 21.8088 8.2935 -39.8085 0.000
H 20.3359 8.2240 -40.6265 0.000
H 20.1010 8.5579 -38.2920 0.000
C 23.1490 5.2499 -37.3987 0.000
C 22.1725 4.1449 -37.6997 0.000
O 21.0219 4.3766 -36.8992 0.000
H 22.8486 6.1673 -37.9048 0.000
H 24.0972 4.9271 -37.8287 0.000
H 23.2304 5.4262 -36.3261 0.000
H 22.7123 3.2305 -37.4534 0.000
H 21.7931 4.0841 -38.7197 0.000
H 20.4249 3.6456 -37.0745 0.000
C 27.0217 7.3900 -50.7065 0.002
C 25.4818 7.7321 -50.5455 0.005
O 25.2931 8.6218 -51.5920 0.007
H 27.3002 7.0191 -51.6929 0.000
H 27.3077 6.5070 -50.1350 0.000
H 27.6443 8.2479 -50.4524 0.001
H 25.2153 8.2136 -49.6047 0.001
H 24.8135 6.9033 -50.7793 0.000
H 25.3283 9.5028 -51.2124 0.001
C 24.7171 5.5003 -47.5376 0.000
C 24.1140 4.1055 -47.7706 0.000
O 25.1766 3.1446 -47.9982 0.000
H 25.4161 5.4739 -46.7017 0.000
H 23.9630 6.2614 -47.3371 0.000
H 25.3141 5.7458 -48.4158 0.000
H 23.4838 4.1112 -48.6600 0.000
H 23.5204 3.8120 -46.9048 0.000
H 24.8607 2.2541 -47.8284 0.000
C 30.0086 11.5779 -48.6998 0.039
C 30.0849 12.5153 -47.5067 0.063
O 28.7770 12.6667 -47.0022 0.137
H 30.9769 11.4623 -49.1868 0.006
H 29.4322 12.0313 -49.5062 0.017
H 29.5988 10.5865 -48.5068 0.001
H 30.5071 13.4975 -47.7193 0.023
H 30.7322 12.0964 -46.7362 0.004
H 28.2970 13.3467 -47.4805 0.073
C 28.9865 4.0811 -44.8488 0.000
C 28.1511 4.6579 -45.9941 0.000
O 27.5127 3.5473 -46.5221 0.000
H 29.5718 4.9320 -44.5002 0.000
H 29.6128 3.2592 -45.1956 0.000
H 28.3701 3.7574 -44.0101 0.000
H 28.7955 5.0593 -46.7762 0.000
H 27.4040 5.3257 -45.5653 0.000
H 26.8731 3.7902 -47.1957 0.000
C 30.9744 7.5181 -49.1403 0.002
C 30.9763 6.2218 -49.8876 0.001
O 30.0276 6.3569 -50.9726 0.001
H 30.0385 7.7303 -48.6234 0.000
H 31.1172 8.3443 -49.8369 0.001
H 31.7951 7.4682 -48.4247 0.000
H 30.6459 5.3777 -49.2823 0.000
H 31.9938 6.0045 -50.2127 0.000
H 30.1446 5.6816 -51.6449 0.000
C 23.8995 12.3001 -47.1281 0.033
C 22.9125 12.9508 -48.1661 0.063
O 21.6342 12.4765 -48.0821 0.025
H 24.0186 11.2186 -47.1949 0.001
H 23.5232 12.4995 -46.1247 0.002
H 24.8772 12.7670 -47.2477 0.023
H 23.3161 12.7782 -49.1638 0.006
H 22.9111 14.0366 -48.0707 0.024
H 21.1744 12.9494 -48.7796 0.010
C 24.2557 12.2970 -42.8990 0.007
C 25.7786 12.0290 -42.8988 0.011
O 26.5221 13.1828 -42.4524 0.025
H 23.7071 11.3969 -43.1763 0.000
H 23.9860 13.0433 -43.6463 0.005
H 23.9432 12.6223 -41.9067 0.001
H 26.1044 11.7114 -43.8892 0.006
H 26.0247 11.1627 -42.2846 0.001
H 27.3503 13.2315 -42.9354 0.011
C 30.6567 8.2503 -45.5276 0.002
C 31.6905 9.2215 -46.0773 0.003
O 32.9156 8.6720 -46.2284 0.007
H 30.9269 7.9902 -44.5042 0.000
H 30.6472 7.2703 -46.0047 0.000
H 29.6866 8.7437 -45.4685 0.001
H 31.7580 10.1262 -45.4731 0.001
H 31.4776 9.5274 -47.1016 0.001
H 33.5853 9.2744 -46.5604 0.003
C 26.4452 11.2777 -49.3469 0.019
C 25.9098 12.2822 -50.3419 0.103
O 25.0912 11.5303 -51.2762 0.050
H 25.6134 10.8985 -48.7533 0.001
H 27.1959 11.6449 -48.6470 0.008
H 26.9143 10.4591 -49.8928 0.002
H 26.8001 12.6708 -50.8364 0.036
H 25.4654 13.1201 -49.8046 0.040
H 24.8688 12.1504 -51.9745 0.018
C 30.1267 6.7651 -41.1704 0.000
O 29.8626 7.7313 -42.1332 0.000
C 28.8249 8.6789 -41.7898 0.000
C 29.1426 10.0453 -42.5140 0.005
N 30.1755 10.8815 -41.8753 0.002
C 31.5263 10.5174 -42.2150 0.002
C 32.4491 11.4917 -41.4219 0.002
O 32.1800 12.7982 -41.9730 0.011
C 32.8193 13.7221 -41.1612 0.005
H 29.1919 6.2349 -40.9883 0.000
H 30.6572 7.2148 -40.3311 0.000
H 30.7006 5.9118 -41.5317 0.000
H 28.6275 8.7473 -40.7200 0.000
H 27.8690 8.3426 -42.1914 0.000
H 28.2336 10.6460 -42.5451 0.001
H 29.4849 9.7888 -43.5166 0.002
H 30.0843 11.8515 -42.1415 0.003
H 31.6460 10.6404 -43.2914 0.001
H 31.7186 9.4630 -42.0166 0.000
H 33.4986 11.2321 -41.5613 0.000
H 32.2328 11.5081 -40.3537 0.000
H 32.4011 13.7354 -40.1547 0.000
H 32.6125 14.7073 -41.5790 0.002
H 33.9057 13.6778 -41.0835 0.000
C 25.7768 2.5417 -39.8075 0.000
O 24.9892 2.2612 -38.6725 0.000
C 25.8625 2.3279 -37.5239 0.000
C 25.0490 2.0747 -36.1892 0.000
N 24.6001 0.7105 -36.2100 0.000
C 23.7055 0.2902 -35.0950 0.000
C 23.1096 -1.1013 -35.3918 0.000
O 21.9653 -1.3260 -34.5291 0.000
C 21.5080 -2.6755 -34.5163 0.000
H 25.8390 3.6180 -39.9682 0.000
H 25.2998 2.1943 -40.7240 0.000
H 26.7276 2.0095 -39.7812 0.000
H 26.2104 3.3608 -37.5099 0.000
H 26.7031 1.6475 -37.6600 0.000
H 24.2174 2.7785 -36.1513 0.000
H 25.7438 2.2326 -35.3644 0.000
H 24.0256 0.6134 -37.0351 0.000
H 22.9129 1.0347 -35.0193 0.000
H 24.2046 0.3167 -34.1263 0.000
H 23.9661 -1.7273 -35.1413 0.000
H 22.7771 -1.1017 -36.4298 0.000
H 20.5311 -2.8647 -34.0714 0.000
H 22.2568 -3.3652 -34.1268 0.000
H 21.3987 -3.0443 -35.5362 0.000
C 27.3806 8.2942 -46.9504 0.002
O 26.4332 7.8236 -45.9211 0.001
C 25.4322 8.8128 -45.7548 0.001
C 24.6462 8.4974 -44.4910 0.000
N 25.4607 8.3735 -43.2673 0.000
C 24.5796 7.9514 -42.2171 0.000
C 25.2760 7.9111 -40.8030 0.000
O 26.0623 6.7618 -40.6869 0.000
C 26.5468 6.6105 -39.3061 0.000
H 27.9010 9.2161 -46.6909 0.005
H 26.9647 8.4243 -47.9495 0.000
H 28.1136 7.5042 -47.1140 0.000
H 24.6354 8.8417 -46.4981 0.000
H 25.8816 9.7907 -45.5823 0.002
H 24.1657 7.5468 -44.7223 0.000
H 23.8871 9.2628 -44.3298 0.000
H 26.0934 7.5957 -43.3888 0.000
H 24.2389 6.9436 -42.4545 0.000
H 23.7079 8.6028 -42.2798 0.000
H 24.5246 7.9455 -40.0141 0.000
H 25.8440 8.8290 -40.6511 0.000
H 26.9516 7.5416 -38.9095 0.000
H 27.2839 5.8080 -39.2810 0.000
H 25.8280 6.3501 -38.5291 0.000
C 27.6360 5.3194 -36.1096 0.000
O 27.3832 4.1316 -35.3750 0.000
C 28.3661 3.1308 -35.4344 0.000
C 29.4398 3.3735 -34.3488 0.000
N 30.2081 2.1714 -34.0059 0.000
C 31.3221 2.4545 -33.1097 0.000
C 31.9398 1.2066 -32.4813 0.000
O 32.4568 0.2428 -33.3978 0.000
C 33.0554 -0.9000 -32.8191 0.000
H 28.6587 5.6711 -35.9731 0.000
H 27.0462 6.1505 -35.7229 0.000
H 27.3935 5.2837 -37.1717 0.000
H 28.8435 3.1125 -36.4141 0.000
H 27.9338 2.1444 -35.2666 0.000
H 28.9727 3.7763 -33.4501 0.000
H 30.0660 4.1624 -34.7657 0.000
H 30.4516 1.8008 -34.9134 0.000
H 30.9177 3.0820 -32.3155 0.000
H 32.0905 3.0687 -33.5791 0.000
H 31.1339 0.7651 -31.8950 0.000
H 32.7511 1.4982 -31.8143 0.000
H 34.0163 -0.7390 -32.3304 0.000
H 33.3970 -1.5669 -33.6106 0.000
H 32.2904 -1.4619 -32.2831 0.000
C 23.2904 4.5986 -41.3587 0.000
O 22.3881 4.9298 -42.4004 0.000
C 22.4049 4.0519 -43.5289 0.000
C 21.1688 4.3034 -44.4465 0.000
N 21.2243 5.4583 -45.3339 0.000
C 21.1041 6.7199 -44.5921 0.000
C 21.0225 7.8821 -45.5606 0.002
O 21.2222 9.0559 -44.8593 0.002
C 21.4575 10.1825 -45.6901 0.004
H 23.1167 3.5874 -40.9909 0.000
H 23.0896 5.2486 -40.5070 0.000
H 24.3374 4.7362 -41.6290 0.000
H 22.3497 3.0544 -43.0929 0.000
H 23.3293 4.0999 -44.1044 0.000
H 20.2610 4.2542 -43.8452 0.000
H 21.2308 3.5231 -45.2051 0.000
H 20.3821 5.4332 -45.8909 0.000
H 21.9934 6.8513 -43.9757 0.000
H 20.2760 6.6944 -43.8838 0.000
H 20.0940 7.8259 -46.1288 0.001
H 21.7569 7.7371 -46.3529 0.001
H 21.8189 11.0549 -45.1456 0.001
H 20.5571 10.4469 -46.2445 0.001
H 22.2196 9.8732 -46.4054 0.001


No. 2
The following is a DFT calculation (wB97M-V/def2-TZVPD) of a cluster of 2 separate species, C8H12BrNO2 in total at a distorted geometry.

```
24
Properties=species:S:1:pos:R:3:nbo_charge:R:1
C 1.0543 -0.1193 -0.9345 0.042
C 1.1199 0.2201 0.3250 0.068
C 0.5035 -1.0983 -0.0733 0.120
C 0.0783 -0.2878 -3.1558 -0.584
C 1.3615 0.1813 -2.4000 -0.431
C 1.0213 1.3493 1.2283 -0.502
C -0.2329 1.2127 2.0857 -0.087
C -1.5023 -2.6425 2.2384 -0.473
N -0.0246 -2.1531 0.1971 -0.349
O -1.2934 2.1196 0.1553 -0.477
O -1.3316 1.2523 1.2350 -0.298
Br -1.4340 -1.5692 3.7217 0.080
H 0.0624 -1.3238 -3.0603 0.221
H 0.2049 0.0947 -4.1328 0.211
H -0.7453 0.2241 -2.7484 0.196
H 1.5543 1.2907 -2.5595 0.216
H 2.2577 -0.2793 -2.7432 0.231
H 0.9060 2.3262 0.6942 0.254
H 1.9096 1.4263 1.8404 0.242
H -0.4698 1.9696 2.7772 0.192
H -0.3440 0.1693 2.3305 0.230
H -2.0467 -2.4473 1.2908 0.228
H -0.9468 -3.5756 2.3850 0.196
H -1.6620 1.6600 -0.6966 0.472
```


Summary of energy in hartree
-3919.142426, -3090.913909
(order as listed above)